1) 12
Properties=species:S:1:pos:R:3:mulliken_charge:R:1 method="wB97M-V/def2-TZVPD" gap_ha=0.40365 total_charge=0 e_homo_ev=-10.5
O -1.401 1.080 -1.226 -0.4698
C -1.064 0.943 -0.087 0.0832
N -0.805 -0.288 0.522 -0.1113
C -0.541 -1.515 -0.075 0.5723
O -0.491 -2.530 0.571 -0.5675
O -0.330 -1.430 -1.386 -0.4128
H -0.896 1.776 0.610 0.3295
H -0.873 -0.358 1.525 0.2322
H -0.168 -2.337 -1.686 0.3398
O 1.914 1.583 0.685 -0.6129
H 2.014 0.884 0.027 0.3094
H 2.641 2.191 0.520 0.3079


2) 12
Properties=species:S:1:pos:R:3:mulliken_charge:R:1 method="wB97M-V/def2-TZVPD" gap_ha="0.29405 / 0.30297" total_charge=0 e_homo_ev="-8.4 / -9.2"
C 0.313 0.943 -0.683 -0.8495
C -0.142 -1.200 0.716 0.4267
N -1.037 -0.249 1.218 1.0449
O -2.193 -0.307 0.778 -0.7416
O -0.609 0.477 2.127 -0.7282
O 1.028 -1.275 1.309 -0.4409
O -0.604 -2.119 -0.089 -0.4378
H 1.227 0.546 -1.075 0.3605
H -0.556 0.897 -1.311 0.2972
H 0.351 1.706 0.064 0.2972
H 1.025 -0.532 1.974 0.3991
H -1.570 -1.926 -0.198 0.3725


3) 12
Properties=species:S:1:pos:R:3:mulliken_charge:R:1 method="wB97M-V/def2-TZVPD" gap_ha=0.43104 total_charge=0 e_homo_ev=-11.2
O 0.907 1.470 0.619 -0.5623
C -0.052 0.984 1.146 0.2004
N -0.341 -0.355 1.006 -0.1003
C 0.180 -1.209 0.026 0.5176
O -0.043 -2.376 0.064 -0.5331
O 0.912 -0.597 -0.904 -0.5540
H -0.773 1.493 1.783 0.3514
H -0.890 -0.880 1.669 0.2153
H 1.240 0.245 -0.516 0.4345
O -1.261 1.665 -1.502 -0.6241
H -0.624 0.944 -1.699 0.3323
H -2.055 1.252 -1.885 0.3223


Quick one: least stable of them? 2)


1) 12
Properties=species:S:1:pos:R:3:mulliken_charge:R:1 method="wB97M-V/def2-TZVPD" gap_ha=0.34648 total_charge=0 e_homo_ev=-9.5
O -1.485 -0.055 -1.321 -0.5521
C -1.426 -0.813 -0.379 0.6308
O -2.042 -0.588 0.774 -0.4317
O -0.953 -2.064 -0.313 -0.3970
H -2.380 0.276 0.690 0.3564
H -0.490 -2.227 -1.106 0.3690
C 1.126 0.374 0.416 -0.8158
N 1.537 -0.754 -0.423 0.2364
O 2.732 -0.706 -0.638 -0.3988
H 1.944 0.867 0.883 0.4196
H 0.699 1.067 -0.374 0.2907
H 0.257 0.018 0.930 0.2924


2) 12
Properties=species:S:1:pos:R:3:mulliken_charge:R:1 method="wB97M-V/def2-TZVPD" gap_ha=0.40208 total_charge=0 e_homo_ev=-10.3
N 2.121 -0.088 0.102 -0.3567
C 0.827 -0.445 0.088 0.7049
O 0.416 -1.531 0.431 -0.6400
C -0.110 0.661 -0.434 0.4233
O -0.474 0.747 -1.573 -0.5246
O -0.404 1.525 0.529 -0.4200
H 2.430 0.820 -0.194 0.2072
H 2.807 -0.758 0.415 0.2561
H -1.093 2.146 0.241 0.3481
O -2.287 -0.705 0.313 -0.6570
H -2.690 -1.096 -0.465 0.3095
H -1.543 -1.277 0.547 0.3491


Quick one: least stable of them? 1)